This record from OMol25 describes a 11-piece molecular cluster, C36H99N13O16 overall at a distorted geometry. The level of theory is ωB97M-V/def2-TZVPD.

## Properties
energy	-91063.189	eV
highest occupied orbital energy	-7.870	eV
energy relative to the best compared isomer or geometry (same formula, charge and spin)	231.8	kJ/mol
SMILES	COCCNCCOC.COCCNCCOC.COCCNCCOC.COCCNCCOC.COCCNCCOC.NC(N)=O.NC(N)=O.NC(N)=O.NC(N)=O.CO.CO
Kohn-Sham gap	8.10	eV

```
164
Properties=species:S:1:pos:R:3:forces:R:3
C 1.93272 3.32324 7.99372 -0.2 -0.4 -0.4
O 1.18081 2.90901 6.83919 0.3 0.2 1.4
C 1.97106 2.64665 5.69690 -2.5 0.0 -1.2
C 0.87714 2.44705 4.50051 2.1 -0.6 1.5
N 0.00591 1.29009 4.72013 -0.6 1.4 -0.4
C -0.96978 1.23048 3.60083 -1.1 -0.5 0.9
C -2.28635 2.03347 3.79120 -0.3 -0.6 -0.5
O -2.87227 1.84392 5.06083 0.2 0.6 1.3
C -4.13985 2.51391 5.21579 1.2 -0.4 -0.2
H 1.29440 3.25684 8.87476 -0.2 0.3 -0.3
H 2.36380 4.31756 7.87714 -0.3 0.3 -0.1
H 2.79086 2.69711 8.23796 0.1 -0.6 -0.4
H 2.57285 1.75678 5.88146 0.3 0.0 -0.3
H 2.51882 3.56632 5.49129 0.6 -0.2 -0.3
H 1.39675 2.21236 3.57153 0.2 0.7 -0.1
H 0.30822 3.37667 4.48518 0.1 0.2 -0.4
H -0.59558 1.66040 5.44206 -0.1 -0.7 1.0
H -1.34784 0.20835 3.58023 0.4 -0.2 -0.3
H -0.54484 1.48936 2.63104 0.1 -0.1 0.1
H -2.99867 1.54967 3.12289 0.0 0.3 -0.8
H -2.21500 3.09017 3.53350 0.2 0.3 0.1
H -4.41580 2.55297 6.26956 0.0 -0.7 0.0
H -4.83804 1.95394 4.59365 -0.5 0.4 0.1
H -4.06163 3.56868 4.95228 0.0 0.1 -0.6
C -3.30529 5.65382 -2.69409 -0.1 -0.2 0.0
O -1.97862 5.11265 -2.51113 -1.0 0.6 -0.2
C -1.14611 5.94496 -1.72893 1.6 -0.5 0.6
C 0.33355 5.43242 -1.78393 -0.8 -0.1 0.2
N 0.46858 4.11644 -1.11472 -0.1 0.7 -0.4
C 1.83400 3.52829 -1.04612 -0.8 0.1 -1.0
C 2.43868 3.41642 -2.48558 0.2 -0.3 1.8
O 3.67480 2.71145 -2.38751 0.1 0.9 -0.4
C 4.39374 2.54734 -3.60956 -0.6 -0.9 0.1
H -3.92177 5.03305 -3.34425 0.5 -0.5 -0.1
H -3.28266 6.62231 -3.19370 0.2 0.3 0.3
H -3.88107 5.68625 -1.76914 0.3 0.3 0.3
H -1.43079 5.91955 -0.67707 -0.4 -0.1 0.1
H -1.15048 6.98814 -2.04490 -0.2 0.1 -0.3
H 0.97644 6.16914 -1.30223 0.0 0.1 0.0
H 0.60390 5.35013 -2.83666 0.1 0.2 -0.2
H -0.07039 3.54393 -1.74864 -0.3 -0.9 0.2
H 1.66967 2.53845 -0.62032 0.3 -0.1 -0.1
H 2.42492 4.08707 -0.32040 0.3 0.1 -0.3
H 2.54513 4.42884 -2.87517 0.4 0.0 -0.3
H 1.70370 2.87006 -3.07668 -0.1 -0.1 -0.3
H 5.45685 2.43499 -3.39679 -0.1 0.2 0.1
H 4.23574 3.28945 -4.39213 -0.1 0.5 0.4
H 4.04935 1.60411 -4.03361 0.1 -0.2 -0.3
C 3.58153 -2.17164 4.66796 0.2 -0.3 1.3
O 3.74587 -1.29071 3.62535 0.2 0.9 -1.9
C 2.61685 -0.94419 2.86067 -1.9 0.4 -0.9
C 2.89687 -0.10634 1.57710 -0.4 -0.1 2.6
N 3.60136 -0.84215 0.59219 0.5 0.1 -0.9
C 3.89457 0.09757 -0.49300 1.1 -1.6 -0.2
C 4.76713 -0.60504 -1.57601 0.7 1.6 0.8
O 6.05361 -1.07801 -1.11549 -1.6 -1.3 0.1
C 6.82461 -0.16937 -0.40356 0.8 -0.5 0.1
H 4.59874 -2.34995 5.01667 -0.1 -0.4 0.1
H 3.07858 -3.11491 4.45492 0.1 -0.1 -0.6
H 3.03460 -1.74885 5.51071 -0.2 0.4 0.1
H 1.83606 -0.44937 3.43826 0.3 0.8 0.6
H 1.98549 -1.76083 2.51057 0.6 -1.1 -0.1
H 3.46156 0.77701 1.87529 0.1 0.5 0.1
H 1.96137 0.24852 1.14463 -0.3 -0.1 0.3
H 4.48557 -1.08051 1.01817 0.3 -0.5 -0.1
H 4.45950 0.93904 -0.09189 0.0 0.4 -0.2
H 2.95016 0.47155 -0.88838 0.1 0.0 -0.3
H 5.03672 0.20478 -2.25395 -0.4 -0.1 -0.7
H 4.25594 -1.43265 -2.06778 0.2 0.1 0.1
H 6.55335 -0.04885 0.64525 -0.9 0.8 0.0
H 6.93270 0.72077 -1.02329 0.2 0.5 0.6
H 7.78463 -0.65345 -0.22430 0.3 0.1 -0.7
C -2.30919 -2.98844 2.73488 -0.1 -0.4 -0.8
O -3.01602 -4.14501 3.20666 0.8 0.8 1.0
C -3.51803 -5.00895 2.22332 0.2 0.9 -1.6
C -2.50975 -5.49257 1.14688 -0.3 -1.2 1.0
N -1.78547 -6.66672 1.65728 0.5 0.5 0.1
C -0.67212 -6.20542 2.46009 0.5 0.1 0.6
C -0.04170 -7.33339 3.20994 0.9 -0.4 0.1
O -0.77653 -7.66714 4.38083 -1.4 0.9 -0.8
C -0.10264 -8.55644 5.20260 -0.1 -0.2 0.1
H -2.91203 -2.39702 2.04574 -0.3 -0.1 -0.2
H -1.41655 -3.28814 2.18582 0.2 0.1 0.0
H -2.00130 -2.26695 3.49168 -0.3 -0.7 0.6
H -4.30381 -4.48498 1.67917 -0.5 0.2 -0.1
H -3.96417 -5.86055 2.73698 0.1 0.0 0.1
H -1.77556 -4.73479 0.87335 -0.3 0.0 -0.1
H -2.99365 -5.82666 0.22909 -0.4 0.4 0.1
H -2.38060 -7.17213 2.29797 -0.3 -0.2 -0.1
H -0.88691 -5.47717 3.24215 -0.6 0.4 0.0
H 0.04125 -5.70267 1.80706 0.3 -0.2 -0.1
H 0.97507 -7.08100 3.51091 0.3 0.3 0.1
H 0.06595 -8.17007 2.51967 -0.2 -0.6 0.1
H 0.04725 -9.45885 4.60989 1.1 -0.2 0.2
H -0.68225 -8.88466 6.06540 -0.5 0.4 -0.1
H 0.73925 -7.99966 5.61409 0.8 -0.7 -0.1
C 3.59640 -1.15304 -6.27940 0.0 0.1 0.9
O 2.50472 -1.53469 -5.44899 0.0 -1.3 -0.4
C 2.10890 -0.51243 -4.55367 -0.1 -0.2 -0.4
C 0.84156 -0.89664 -3.79190 0.5 -0.1 -0.2
N -0.19986 -1.21542 -4.75243 -0.4 0.1 0.7
C -1.38094 -1.86247 -4.11351 1.2 -0.5 -1.0
C -2.45558 -2.20821 -5.10907 -1.2 0.9 0.2
O -3.09719 -1.08605 -5.75294 0.2 -0.4 0.8
C -3.92682 -0.35004 -4.83101 0.2 -0.3 -1.1
H 3.92933 -1.98498 -6.89999 -0.3 0.0 0.1
H 4.41151 -0.86021 -5.61763 0.4 0.0 -0.1
H 3.37018 -0.28631 -6.90045 -0.3 0.1 -0.2
H 1.95227 0.30013 -5.26311 -0.2 1.0 0.8
H 2.90607 -0.34984 -3.82828 0.2 0.5 0.0
H 0.54496 -0.08398 -3.12879 0.0 0.3 0.0
H 1.04068 -1.75612 -3.15178 0.3 -0.1 0.2
H 0.32659 -1.76849 -5.41354 -0.8 -0.6 -0.5
H -1.70694 -1.24301 -3.27800 -0.1 0.1 0.0
H -1.11363 -2.84825 -3.73289 0.2 0.0 0.6
H -3.26162 -2.71735 -4.58070 0.0 -0.3 0.3
H -2.07547 -2.93517 -5.82680 0.0 0.5 -0.5
H -4.64004 -0.96650 -4.28384 0.0 -0.5 0.0
H -4.51624 0.27798 -5.49905 0.1 0.4 0.3
H -3.36111 0.21826 -4.09270 0.1 0.2 -0.1
N -4.46425 -3.48089 -2.10808 -3.3 -1.4 -2.7
C -3.53694 -3.17375 -1.23751 2.6 -2.2 -1.6
N -3.78172 -2.13293 -0.53216 -0.6 2.6 2.1
O -2.48902 -3.81591 -1.26553 0.6 -0.1 0.4
H -4.36366 -4.32691 -2.65051 0.1 0.2 0.3
H -5.39966 -3.10042 -2.08910 0.2 0.0 0.1
H -2.98674 -1.72639 -0.06011 -0.3 0.6 0.4
H -4.66670 -1.69546 -0.74551 0.6 0.7 0.7
N -1.77005 3.40980 -4.69583 -1.1 2.5 -0.5
C -1.35097 2.30076 -4.14747 0.4 -0.3 -0.1
N -1.13595 1.38059 -5.05808 0.5 -1.4 -0.5
O -1.17380 2.21483 -2.93471 0.3 -0.7 1.2
H -1.88471 4.13762 -4.00501 -0.2 0.7 -0.6
H -1.96428 3.41263 -5.68698 -0.1 0.7 0.5
H -1.30681 1.63194 -6.02127 0.2 -0.7 0.3
H -0.84466 0.45389 -4.78153 0.2 -0.5 -0.8
N 2.15735 -2.88323 -0.95948 5.1 0.4 -0.9
C 0.90763 -3.02150 -0.76786 -2.8 0.5 0.8
N 0.24086 -3.66664 -1.68090 -1.0 -2.2 -2.6
O 0.35512 -2.48356 0.18031 -0.9 0.7 1.6
H 2.68819 -3.36440 -1.67136 -0.2 0.2 0.2
H 2.59886 -2.15825 -0.41214 0.7 0.0 0.5
H 0.76431 -4.07974 -2.43948 -0.3 0.0 0.1
H -0.75523 -3.82647 -1.63237 -0.2 0.1 0.4
N -3.00225 3.23198 -0.03127 2.1 1.0 1.4
C -4.11748 2.82703 -0.57615 -1.1 1.0 3.1
N -3.94102 2.40407 -1.75272 -0.2 -2.5 -6.4
O -5.16135 2.87696 0.01702 -2.8 0.0 1.0
H -2.18783 3.04161 -0.59748 0.6 0.8 1.0
H -3.17381 3.76163 0.81142 1.1 -0.2 0.0
H -3.06815 2.59316 -2.22434 0.0 -0.3 -0.3
H -4.74030 2.08473 -2.28118 0.3 0.1 0.1
C -0.69806 0.50723 -0.12827 -0.2 -0.3 -0.1
O -1.02128 -0.37920 0.90733 -0.5 0.4 0.6
H -1.34152 0.27323 -0.97639 0.0 0.5 -0.4
H -0.83289 1.53274 0.21562 0.0 0.0 -0.1
H 0.33555 0.32392 -0.42177 0.3 0.3 -0.3
H -0.49427 -1.15313 0.69545 0.2 -1.0 0.2
C 0.55317 5.35757 2.07079 0.8 0.3 -0.2
O 0.37674 4.02658 1.69275 -0.4 -0.5 0.8
H 0.88095 5.43316 3.10759 -0.3 -0.1 0.1
H 1.37470 5.74691 1.46947 0.2 0.6 -0.1
H -0.32681 5.96996 1.87401 -0.2 0.1 0.3
H 0.16375 4.09000 0.75882 -0.1 -0.5 -0.9
```
Forces are in eV/Å.